Here is a cluster of 7 separate species, C34H56FNO16P in total from the OMol25 dataset. Energies are from wB97M-V/def2-TZVPD.

Last column: Mulliken charge in e.
Cartesian coordinates (Å):
C1 1.978 4.049 1.818  -1.248
C2 0.623 4.004 1.102  0.605
C3 0.638 4.558 -0.302  -0.323
O1 1.440 3.764 -1.196  -0.295
C4 0.892 3.516 -2.457  -1.798
C5 0.212 2.145 -2.631  1.630
P1 -1.495 1.943 -2.004  0.658
O2 -2.107 0.729 -2.573  -0.749
O3 -1.396 1.988 -0.424  -0.038
O4 -2.287 3.244 -2.472  -0.554
C6 -0.031 1.840 -4.149  -0.975
C7 -0.068 0.353 -4.142  -0.500
N1 0.550 -0.121 -3.136  0.158
C8 1.138 0.950 -2.286  -0.712
C9 1.556 0.540 -0.877  0.366
C10 3.068 0.521 -0.653  -0.736
F1 3.472 1.629 0.064  -0.265
H1 1.823 4.223 2.884  0.361
H2 2.499 3.096 1.740  0.173
H3 2.628 4.834 1.427  0.393
H4 0.230 2.994 1.129  -0.543
H5 -0.094 4.607 1.670  0.413
H6 -0.381 4.633 -0.702  -0.001
H7 1.054 5.571 -0.297  0.445
H8 1.720 3.529 -3.179  0.418
H9 0.203 4.311 -2.771  0.489
H10 -2.266 1.952 0.007  0.207
H11 -2.198 4.011 -1.889  0.356
H12 -0.905 2.287 -4.615  0.359
H13 0.879 2.154 -4.681  0.467
H14 -0.549 -0.292 -4.869  0.545
H15 0.643 -1.113 -2.954  0.366
H16 2.073 1.203 -2.811  0.466
H17 1.109 1.215 -0.146  -0.516
H18 1.169 -0.460 -0.658  0.610
H19 3.624 0.525 -1.595  0.387
H20 3.362 -0.364 -0.086  0.339
O5 -0.844 2.260 3.371  -0.613
C11 -0.271 1.213 3.469  0.492
O6 0.632 0.814 2.529  -0.145
C12 1.112 -0.512 2.838  -0.464
C13 0.865 -0.692 4.330  -0.278
C14 -0.391 0.151 4.537  -0.507
H21 0.547 -1.227 2.232  0.244
H22 2.163 -0.564 2.561  0.321
H23 0.761 -1.733 4.624  0.430
H24 1.689 -0.272 4.901  0.018
H25 -1.311 -0.409 4.355  0.277
H26 -0.449 0.607 5.521  0.196
O7 -0.237 -2.997 -5.905  -0.650
C15 -1.404 -3.276 -5.998  0.623
O8 -1.838 -4.520 -6.252  -0.390
C16 -3.277 -4.524 -6.412  -0.189
C17 -3.761 -3.275 -5.677  -0.762
C18 -2.575 -2.337 -5.887  0.199
H27 -3.498 -4.482 -7.476  0.029
H28 -3.669 -5.447 -5.994  0.385
H29 -4.706 -2.894 -6.055  0.362
H30 -3.885 -3.493 -4.615  0.289
H31 -2.657 -1.785 -6.824  0.268
H32 -2.430 -1.649 -5.054  -0.048
O9 2.396 -1.145 6.900  -0.600
C19 1.810 -0.726 7.858  0.529
O10 0.454 -0.637 7.853  -0.333
C20 -0.011 -0.016 9.068  -0.452
C21 1.115 -0.224 10.073  -0.655
C22 2.352 -0.212 9.173  -0.275
H33 -0.191 1.042 8.862  0.255
H34 -0.951 -0.485 9.348  0.361
H35 1.124 0.529 10.857  0.341
H36 1.012 -1.202 10.545  0.283
H37 2.741 0.793 9.008  0.192
H38 3.162 -0.843 9.523  0.387
O11 -6.222 -1.748 2.869  -0.551
C23 -6.051 -1.083 1.896  0.473
O12 -7.052 -0.382 1.305  -0.348
C24 -6.593 0.246 0.101  -0.527
C25 -5.078 0.354 0.262  -0.035
C26 -4.766 -0.876 1.110  -0.260
H39 -6.870 -0.385 -0.746  0.271
H40 -7.095 1.205 0.004  0.314
H41 -4.550 0.387 -0.691  0.087
H42 -4.837 1.259 0.827  0.156
H43 -4.596 -1.765 0.500  0.300
H44 -3.931 -0.748 1.793  0.110
O13 5.455 -0.578 9.274  -0.557
C27 5.841 0.044 8.330  0.511
O14 5.033 0.897 7.653  -0.288
C28 5.712 1.428 6.504  -0.445
C29 7.199 1.287 6.818  -0.491
C30 7.213 0.028 7.684  -0.494
H45 5.414 0.842 5.633  0.235
H46 5.389 2.457 6.366  0.333
H47 7.817 1.226 5.926  0.322
H48 7.534 2.143 7.405  0.264
H49 7.290 -0.884 7.089  0.260
H50 7.986 0.019 8.447  0.327
O15 -2.105 -1.894 -9.077  -0.600
C31 -1.986 -2.828 -9.820  0.443
O16 -2.715 -3.955 -9.681  -0.300
C32 -2.270 -4.956 -10.623  -0.420
C33 -1.592 -4.175 -11.742  -0.535
C34 -1.025 -2.979 -10.980  -0.398
H51 -1.585 -5.628 -10.103  0.275
H52 -3.141 -5.519 -10.949  0.316
H53 -0.848 -4.762 -12.275  0.330
H54 -2.337 -3.836 -12.462  0.264
H55 -0.036 -3.183 -10.566  0.252
H56 -0.984 -2.057 -11.555  0.328

Calculated values
HOMO-LUMO gap	0.3008	Eh
charge	+1
lowest unoccupied orbital energy	-3.3	eV

Here is an isolated molecule of C5H8OS2 from the OMol25 dataset. Energies are from wB97M-V/def2-TZVPD.

Last column: natural (NBO) charge in e.
Cartesian coordinates (Å):
C1 -0.089 -0.617 1.538  -0.675
C2 -0.218 -0.529 0.004  0.036
C3 0.712 -0.608 -0.942  -0.388
S1 2.450 -0.511 -0.564  0.178
C4 2.458 1.251 -0.080  0.294
O1 3.501 1.758 0.160  -0.510
C5 -1.662 -0.433 -0.517  -0.557
S2 -2.347 1.206 -0.230  -0.026
H1 -0.806 -1.360 1.934  0.227
H2 0.923 -0.945 1.787  0.237
H3 -0.179 0.325 2.096  0.236
H4 0.448 -0.826 -1.982  0.221
H5 1.445 1.674 -0.090  0.148
H6 -2.290 -1.206 -0.001  0.218
H7 -1.752 -0.612 -1.575  0.229
H8 -2.593 1.433 -1.537  0.131

Calculated values
HOMO-LUMO gap	0.3571	Eh
lowest unoccupied orbital energy	0.5	eV

Here is a cluster of 7 separate species, C18H46N4O7S3 in total from the OMol25 dataset. Energies are from wB97M-V/def2-TZVPD.

Last column: Mulliken charge in e.
Cartesian coordinates (Å):
C1 -0.911 4.959 -2.447  -0.577
S1 0.909 5.148 -2.541  0.389
O1 1.488 3.866 -2.152  -0.531
C2 1.047 5.401 -4.285  -0.833
H1 -1.412 5.305 -1.487  0.322
H2 -1.069 3.895 -2.735  -0.011
H3 -1.350 5.582 -3.236  0.414
H4 2.116 5.655 -4.483  0.295
H5 0.487 6.308 -4.528  0.405
H6 0.655 4.579 -4.870  0.213
C3 -0.183 0.446 -5.881  -0.874
S2 0.488 1.764 -4.864  0.409
O2 -0.691 2.321 -4.092  -0.584
C4 1.386 0.654 -3.776  -0.626
H7 -0.572 0.999 -6.799  0.340
H8 -1.121 0.150 -5.282  0.112
H9 0.509 -0.314 -6.204  0.394
H10 0.831 -0.208 -3.478  -0.015
H11 1.580 1.384 -2.929  0.093
H12 2.147 0.414 -4.463  0.669
C5 -3.383 -1.033 -2.110  -1.137
S3 -1.757 -1.227 -1.458  0.749
O3 -0.881 -1.793 -2.564  -0.652
C6 -1.276 0.531 -1.133  -0.578
H13 -4.075 -0.628 -1.341  0.313
H14 -3.671 -2.007 -2.529  0.381
H15 -3.414 -0.373 -2.952  0.302
H16 -1.770 0.731 -0.209  0.390
H17 -1.496 1.209 -1.985  0.362
H18 -0.169 0.519 -1.031  -0.068
C7 0.986 -2.072 4.944  0.007
O4 1.057 -0.884 4.919  -0.553
N1 1.814 -2.942 4.329  0.143
C8 1.842 -4.369 4.535  -0.847
C9 2.838 -2.492 3.401  -0.742
H19 0.253 -2.598 5.514  0.430
H20 1.978 -4.858 3.582  0.293
H21 0.894 -4.719 5.065  0.267
H22 2.717 -4.630 5.181  0.321
H23 3.782 -2.978 3.697  0.357
H24 2.553 -2.730 2.320  0.143
H25 2.926 -1.351 3.440  0.195
C10 0.578 -2.991 -0.547  -0.168
O5 0.676 -2.200 0.382  -0.553
N2 1.511 -3.233 -1.488  0.333
C11 1.350 -4.139 -2.602  -0.876
C12 2.803 -2.613 -1.414  -1.062
H26 -0.428 -3.544 -0.650  0.395
H27 0.323 -4.493 -2.602  0.256
H28 2.019 -4.978 -2.584  0.371
H29 1.625 -3.574 -3.508  0.284
H30 3.013 -2.188 -2.419  0.383
H31 2.727 -1.670 -0.914  0.288
H32 3.580 -3.297 -1.085  0.289
C13 -0.292 3.367 1.903  0.127
O6 -1.101 3.983 2.602  -0.640
N3 0.649 2.511 2.385  0.187
C14 0.586 2.117 3.737  -0.916
C15 1.439 1.780 1.390  -0.417
H33 -0.253 3.643 0.835  0.343
H34 0.236 3.140 4.212  0.295
H35 1.515 1.687 4.114  0.370
H36 -0.233 1.466 3.898  0.261
H37 2.503 2.047 1.347  0.195
H38 1.354 0.749 1.702  0.245
H39 0.921 1.928 0.500  -0.050
C16 -3.740 0.225 2.229  -0.074
O7 -3.687 0.126 1.008  -0.506
N4 -2.865 -0.350 3.084  0.474
C17 -3.097 -0.407 4.497  -0.953
C18 -2.087 -1.424 2.509  -0.691
H40 -4.437 0.913 2.751  0.219
H41 -3.908 0.358 4.749  0.319
H42 -2.220 -0.126 5.130  0.237
H43 -3.419 -1.404 4.804  0.359
H44 -1.586 -1.949 3.310  0.320
H45 -2.713 -2.092 1.955  0.366
H46 -1.425 -0.981 1.697  -0.091

Calculated values
HOMO-LUMO gap	0.3287	Eh
lowest unoccupied orbital energy	0.5	eV

Here is a cluster of 8 separate species, C5H30N3O7 in total from the OMol25 dataset. Energies are from wB97M-V/def2-TZVPD.

Last column: natural (NBO) charge in e.
Cartesian coordinates (Å):
N1 -0.005 -0.529 -2.496  -0.729
C1 -0.709 0.301 -1.418  -0.051
C2 -0.913 1.734 -1.930  -0.642
C3 0.076 0.360 -0.132  -0.261
N2 0.330 -0.981 0.379  -0.677
C4 0.626 -1.047 1.812  -0.227
C5 -0.509 -1.077 2.861  -0.238
N3 -1.567 -0.117 2.651  -0.882
H1 -0.178 -0.180 -3.439  0.424
H2 -0.277 -1.546 -2.498  0.475
H3 1.015 -0.634 -2.364  0.461
H4 -1.672 -0.208 -1.346  0.254
H5 0.023 2.295 -2.038  0.226
H6 -1.684 2.232 -1.330  0.255
H7 -1.374 1.793 -2.935  0.220
H8 1.009 0.908 -0.304  0.185
H9 -0.466 1.043 0.557  0.243
H10 -0.437 -1.636 0.246  0.369
H11 1.335 -0.172 1.935  0.201
H12 1.288 -1.983 2.012  0.203
H13 0.016 -0.956 3.819  0.199
H14 -0.957 -2.068 2.863  0.175
H15 -1.192 0.827 2.672  0.400
H16 -2.225 -0.092 3.476  0.383
H17 0.958 3.032 1.613  0.499
H18 -0.248 3.574 2.341  0.472
O1 0.199 2.716 2.254  -1.017
H19 -2.103 -3.462 1.181  0.484
H20 -2.681 -2.652 0.015  0.512
O2 -2.070 -3.387 0.222  -0.972
H21 -0.668 -3.234 -0.788  0.500
H22 0.561 -3.949 -1.270  0.486
O3 -0.061 -3.278 -1.568  -1.001
H23 2.635 -1.064 -0.881  0.509
H24 3.540 -0.959 -1.896  0.503
O4 2.661 -0.563 -1.727  -0.966
H25 -3.855 -0.726 0.624  0.486
H26 -2.436 -0.499 0.983  0.508
O5 -2.988 -0.773 0.199  -1.013
H27 2.814 1.256 -1.299  0.499
H28 3.543 2.374 -2.110  0.496
O6 2.977 2.215 -1.350  -0.986
H29 2.371 4.152 0.511  0.483
H30 1.809 3.150 -0.386  0.502
O7 1.491 3.809 0.276  -0.953

Calculated values
HOMO-LUMO gap	0.3466	Eh
charge	+1
lowest unoccupied orbital energy	-2.7	eV

Here is the ion C6H10IN2 with charge +1 from the OMol25 dataset. Energies are from wB97M-V/def2-TZVPD.

Last column: natural (NBO) charge in e.
Cartesian coordinates (Å):
C1 0.282 1.665 -0.861  -0.092
C2 -0.531 1.237 -0.017  -0.051
C3 0.162 -1.175 0.259  0.473
C4 0.244 0.036 1.039  -0.476
C5 2.310 -0.892 -1.019  -0.187
C6 -1.869 1.735 0.384  -0.649
N1 1.025 -1.276 -0.736  -0.551
N2 -0.864 -2.052 0.502  -0.751
I1 3.638 0.130 0.209  0.297
H1 0.951 2.095 -1.568  0.249
H2 1.269 0.365 1.186  0.261
H3 -0.428 0.052 1.904  0.247
H4 2.561 -1.141 -2.046  0.226
H5 -2.632 0.890 0.629  0.215
H6 -2.293 2.226 -0.453  0.249
H7 -1.879 2.390 1.203  0.246
H8 0.679 -1.676 -1.613  0.431
H9 -1.579 -1.752 1.173  0.433
H10 -1.047 -2.858 -0.176  0.430

Calculated values
HOMO-LUMO gap (spin up / spin down)	0.2599 / 0.2693	Eh
charge	+1
lowest unoccupied orbital energy (spin up / spin down)	-4.6 / -4.1	eV

no.,E (Eh)
1,-3028.899692
2,-1066.890904
3,-2653.552383
4,-899.239617
5,-641.394689